This record from the Open Molecules 2025 dataset describes a molecular structure, C30H71N9O12SZn. The level of theory is ωB97M-V/def2-TZVPD.

## Properties
Highest occupied orbital energy   -8.49 eV
Energy above the lowest of the compared OMol25 structures with the same formula, charge and spin   1336.5 kJ/mol

The geometry in ORCA input format:
```
! RIJCOSX wB97M-V def2-TZVPD def2/J DEFGRID3
* xyz 0 1
Zn 11.20 3.95 15.36
S 10.52 0.48 15.14
O 11.54 -0.59 15.13
O 10.66 1.36 16.27
O 10.77 1.56 14.17
O 9.20 -0.09 15.03
C 17.23 0.29 7.37
C 17.43 1.88 7.37
N 16.86 2.61 8.57
C 15.35 2.59 8.57
C 14.85 2.22 9.96
C 17.37 3.99 8.73
C 18.38 4.08 9.85
H 17.72 -0.04 8.29
H 17.81 0.00 6.49
H 16.17 0.05 7.38
H 18.51 2.05 7.35
H 17.01 2.23 6.42
H 15.01 3.61 8.35
H 14.98 1.98 7.75
H 14.87 1.18 10.29
H 15.25 2.84 10.77
H 13.78 2.38 9.83
H 16.61 4.68 9.08
H 17.73 4.29 7.74
H 17.94 4.10 10.85
H 19.04 4.94 9.85
H 19.05 3.22 9.93
C 4.98 -2.49 16.34
C 4.47 -1.20 16.99
O 3.42 -1.17 17.59
N 5.44 -0.31 17.14
C 5.09 0.85 17.87
H 6.01 -2.49 15.99
H 4.34 -2.60 15.46
H 4.86 -3.25 17.11
H 6.34 -0.39 16.68
H 4.79 0.57 18.88
H 4.20 1.39 17.52
H 5.98 1.44 18.08
C 11.60 6.38 20.22
C 10.44 6.13 19.33
O 10.67 5.73 18.17
N 9.25 6.33 19.88
C 7.97 6.04 19.28
H 12.47 6.65 19.62
H 11.73 5.39 20.66
H 11.37 7.06 21.04
H 9.15 6.54 20.86
H 7.96 5.37 18.41
H 7.48 6.96 18.95
H 7.27 5.61 19.99
C 10.17 -5.34 14.90
C 10.00 -5.33 16.41
O 9.94 -6.41 16.93
N 10.03 -4.17 17.06
C 9.94 -3.82 18.47
H 11.17 -5.62 14.56
H 9.83 -4.37 14.52
H 9.48 -6.12 14.58
H 10.27 -3.37 16.50
H 10.88 -3.70 19.00
H 9.24 -4.46 19.01
H 9.44 -2.85 18.41
C 15.06 -4.29 16.51
C 15.67 -4.23 15.13
O 16.83 -4.50 14.94
N 14.99 -3.78 14.06
C 15.57 -3.75 12.72
H 15.67 -5.02 17.04
H 14.00 -4.54 16.43
H 15.08 -3.26 16.86
H 14.12 -3.28 14.19
H 15.68 -2.70 12.47
H 14.85 -3.94 11.93
H 16.48 -4.30 12.47
C 16.48 -1.36 20.92
C 15.21 -1.54 21.61
O 15.14 -2.34 22.52
N 14.10 -0.86 21.34
C 13.74 -0.20 20.00
H 17.35 -1.61 21.52
H 16.60 -0.32 20.60
H 16.54 -2.06 20.08
H 13.36 -0.99 22.01
H 12.97 0.54 20.19
H 13.38 -0.97 19.32
H 14.52 0.41 19.53
C 5.75 5.57 13.67
C 6.57 4.38 14.07
O 7.68 4.54 14.53
N 6.07 3.18 13.93
C 4.88 2.66 13.37
H 6.21 6.52 13.91
H 4.79 5.50 14.18
H 5.74 5.52 12.58
H 6.72 2.52 14.35
H 4.36 2.11 14.16
H 5.02 1.95 12.56
H 4.21 3.48 13.08
C 10.37 -1.24 10.39
C 9.88 -0.11 9.63
O 9.61 -0.31 8.43
N 9.65 1.03 10.30
C 8.97 2.19 9.74
H 10.27 -1.03 11.46
H 11.46 -1.27 10.36
H 9.84 -2.14 10.10
H 9.94 1.12 11.27
H 9.24 3.19 10.10
H 7.90 2.09 9.89
H 8.95 2.14 8.65
C 16.10 1.88 15.42
C 15.75 3.36 15.64
O 14.59 3.77 15.87
N 16.78 4.20 15.49
C 16.85 5.63 15.59
H 17.11 1.89 15.02
H 15.49 1.55 14.57
H 15.97 1.21 16.27
H 17.60 3.74 15.11
H 15.83 5.93 15.36
H 17.49 5.94 14.76
H 17.22 6.02 16.54
*
```



This record from the Open Molecules 2025 dataset describes a single C2H2N2S molecule. The level of theory is ωB97M-V/def2-TZVPD.

## Properties
Highest occupied orbital energy   -10.21 eV
Energy above the lowest of the compared OMol25 structures with the same formula, charge and spin   0.0 kJ/mol
SMILES string   c1ncsn1

The geometry in ORCA input format:
```
! RIJCOSX wB97M-V def2-TZVPD def2/J DEFGRID3
* xyz 0 1
C 0.71 1.29 -0.22
N 0.06 1.28 1.02
C 0.20 0.07 1.53
S 1.07 -1.04 0.45
N 1.26 0.18 -0.66
H 0.71 2.19 -0.82
H -0.30 -0.26 2.41
*
```



This record from the Open Molecules 2025 dataset describes a molecular structure, C20H29Cl2FN2O7P. The level of theory is ωB97M-V/def2-TZVPD.

## Properties
Highest occupied orbital energy   -11.88 eV

The geometry in ORCA input format:
```
! RIJCOSX wB97M-V def2-TZVPD def2/J DEFGRID3
* xyz 1 1
C -1.65 -2.49 -4.24
C -0.30 -1.97 -5.03
O -0.42 -0.63 -5.62
C 1.01 -2.20 -4.07
O 1.41 -1.03 -3.27
N 1.34 -1.25 -1.95
C 1.92 -2.17 -1.11
C 1.66 -2.17 0.50
C 2.98 -2.13 1.47
C 3.66 -0.65 1.67
F 2.75 -2.80 2.81
C 0.57 -0.95 0.53
C -0.86 -1.54 1.14
Cl -0.42 -2.20 2.86
C -1.47 -2.81 0.31
C -3.05 -2.57 -0.19
Cl -1.57 -4.28 1.48
C 0.53 -0.32 -1.02
C 1.47 1.06 -1.13
C 1.15 2.17 0.03
O 0.03 2.28 0.75
O 2.24 3.14 0.37
P -1.18 0.00 -1.82
N -2.29 0.87 -0.68
O -1.07 1.10 -3.19
H -2.41 -1.64 -3.97
H -1.34 -3.07 -3.25
H -2.23 -3.30 -4.89
H -0.16 -2.72 -5.95
H -1.34 -0.59 -6.06
H 1.92 -2.42 -4.80
H 0.83 -3.18 -3.47
H 2.60 -2.95 -1.68
H 1.25 -3.28 0.69
H 3.80 -2.81 0.94
H 3.73 -0.06 0.66
H 2.97 -0.06 2.44
H 4.69 -0.81 2.20
H 0.91 -0.25 1.40
H -1.66 -0.69 1.35
H -0.77 -3.15 -0.57
H -3.06 -2.84 -1.34
H -3.82 -3.23 0.42
H -3.37 -1.46 -0.05
H 1.39 1.58 -2.20
H 2.62 0.74 -1.04
H 2.26 3.20 1.39
H -2.07 1.89 -0.87
H -3.26 0.71 -1.07
H -0.17 1.04 -3.63
C -1.05 4.28 5.81
C -1.29 5.48 5.28
C -1.24 5.70 3.82
O -1.46 6.80 3.33
C -0.91 4.53 2.97
C -0.67 3.33 3.51
C -0.72 3.12 4.97
O -0.50 2.02 5.45
H -1.08 4.11 6.88
H -1.53 6.35 5.89
H -0.88 4.71 1.91
H -0.43 2.47 2.90
*
```



This record from the Open Molecules 2025 dataset describes a single CHBrF2OS molecule. The level of theory is ωB97M-V/def2-TZVPD.

## Properties
Highest occupied orbital energy (spin up / spin down)   -9.11 / -9.11 eV
Energy above the lowest of the compared OMol25 structures with the same formula, charge and spin   320.9 kJ/mol

The geometry in ORCA input format:
```
! RIJCOSX wB97M-V def2-TZVPD def2/J DEFGRID3
* xyz 0 1
C -0.39 -0.36 0.54
O 0.75 -0.19 -1.68
F -0.01 -1.61 0.20
F -0.72 -0.30 1.79
S -0.09 0.85 -0.52
Br 0.08 2.79 1.05
H 0.38 -1.17 -1.39
*
```



This record from the Open Molecules 2025 dataset describes a gas-phase ion, C5H8NO4S (charge -1). The level of theory is ωB97M-V/def2-TZVPD.

## Properties
Highest occupied orbital energy   -3.84 eV
Energy above the lowest of the compared OMol25 structures with the same formula, charge and spin   411.5 kJ/mol
SMILES string   CC1=CO[S@](=O)([O-])=NO[C@H]1C

The geometry in ORCA input format:
```
! RIJCOSX wB97M-V def2-TZVPD def2/J DEFGRID3
* xyz -1 1
C 0.73 1.01 -0.53
C -0.69 0.71 -0.39
C -1.64 1.63 -0.59
O -2.95 1.35 -0.50
S -3.74 -0.03 0.19
O -5.08 0.27 -0.24
O -3.64 0.18 1.62
N -3.28 -1.49 -0.31
O -1.89 -1.34 -0.78
C -1.04 -0.70 0.08
C 0.14 -1.70 0.12
H 1.21 1.23 0.45
H 0.88 2.05 -0.93
H 1.22 0.34 -1.21
H -1.60 2.69 -0.84
H -1.37 -0.54 1.07
H 0.46 -1.83 -0.93
H -0.28 -2.68 0.13
H 0.95 -1.50 0.76
*
```



This record from the Open Molecules 2025 dataset describes a molecular structure, C5H4O2. The level of theory is ωB97M-V/def2-TZVPD.

## Properties
Highest occupied orbital energy   -7.92 eV
Energy above the lowest of the compared OMol25 structures with the same formula, charge and spin   382.9 kJ/mol

The geometry in ORCA input format:
```
! RIJCOSX wB97M-V def2-TZVPD def2/J DEFGRID3
* xyz 0 1
O -1.23 0.70 -2.42
C -0.98 0.47 -1.30
O 0.83 0.32 -1.24
C 1.38 -0.09 -0.22
C 0.63 -0.52 0.99
C -0.85 -0.48 1.02
C -1.46 0.21 -0.02
H 2.48 -0.07 -0.25
H 1.15 -1.33 1.51
H 0.65 0.30 1.73
H -2.51 0.48 0.04
*
```



This record from the Open Molecules 2025 dataset describes a molecular structure, C31H24CaN5O3S. The level of theory is ωB97M-V/def2-TZVPD.

## Properties
Highest occupied orbital energy   -9.73 eV
Energy above the lowest of the compared OMol25 structures with the same formula, charge and spin   129.4 kJ/mol

The geometry in ORCA input format:
```
! RIJCOSX wB97M-V def2-TZVPD def2/J DEFGRID3
* xyz 1 1
Ca -0.02 -0.41 0.29
O -1.12 6.49 0.19
C 0.00 6.03 0.08
O 1.14 6.49 0.10
C 0.00 4.43 -0.07
C -1.21 3.73 -0.05
C -1.18 2.34 -0.10
N -0.02 1.68 -0.16
C 1.15 2.33 -0.12
C 1.19 3.72 -0.07
C 2.35 1.47 -0.13
C 3.65 2.00 -0.08
C 4.73 1.14 -0.03
C 4.50 -0.23 -0.06
C 3.19 -0.67 -0.13
N 2.14 0.14 -0.15
C -2.39 1.50 -0.06
C -3.68 2.02 -0.10
C -4.77 1.17 -0.02
C -4.54 -0.20 0.09
C -3.23 -0.64 0.12
N -2.18 0.17 0.05
H -2.11 4.32 0.02
H 2.10 4.30 -0.03
H 3.81 3.06 -0.07
H 5.73 1.53 0.05
H 5.32 -0.93 -0.03
H 2.97 -1.73 -0.19
H -3.84 3.08 -0.19
H -5.77 1.56 -0.03
H -5.36 -0.90 0.16
H -3.00 -1.70 0.21
N 0.77 -3.51 0.79
C 0.56 -4.81 0.56
C -0.40 -4.90 -0.43
C -0.71 -3.56 -0.74
N 0.01 -2.73 0.01
H 1.42 -3.10 1.44
H 1.08 -5.59 1.09
H -0.81 -5.78 -0.87
H -1.40 -3.20 -1.47
O 0.01 -0.35 2.32
S -0.67 -1.20 3.34
C 0.48 -1.19 4.74
C 0.66 -2.35 5.47
C 1.58 -2.36 6.51
C 2.31 -1.22 6.80
C 2.11 -0.06 6.07
C 1.19 -0.04 5.03
C -1.91 -0.15 4.13
C -2.11 1.16 3.76
C -3.10 1.89 4.41
C -3.87 1.31 5.40
C -3.66 -0.01 5.76
C -2.68 -0.75 5.12
H 0.09 -3.23 5.23
H 1.71 -3.26 7.10
H 3.02 -1.23 7.61
H 2.65 0.84 6.32
H 1.03 0.85 4.45
H -1.50 1.61 2.98
H -3.26 2.93 4.14
H -4.63 1.89 5.90
H -4.25 -0.47 6.54
H -2.49 -1.78 5.38
*
```



This record from the Open Molecules 2025 dataset describes 5 unconnected molecules or ions with the total composition C27H35F7INO6. The level of theory is ωB97M-V/def2-TZVPD.

## Properties
Highest occupied orbital energy   -9.07 eV
SMILES string   O=C1NC(=O)c2c(C(F)(F)C(F)(F)C(F)(F)F)ccc(I)c21.C1CCOC1.C1CCOC1.C1CCOC1.C1CCOC1

The geometry in ORCA input format:
```
! RIJCOSX wB97M-V def2-TZVPD def2/J DEFGRID3
* xyz 0 1
O -1.10 1.24 1.08
C -0.48 2.14 0.30
N -0.91 3.56 -0.11
C 0.11 4.53 -0.71
O -0.06 5.85 -0.70
C 1.27 3.50 -1.19
C 2.60 3.70 -2.13
C 2.99 5.13 -2.81
F 4.50 5.20 -2.76
F 2.53 6.33 -2.08
C 2.63 5.12 -4.42
F 3.11 3.85 -5.09
F 3.49 6.21 -5.03
C 1.04 5.24 -4.79
F 0.16 5.64 -3.67
F 0.94 6.35 -5.81
F 0.45 4.02 -5.41
C 3.56 2.35 -2.33
C 3.24 0.88 -1.64
C 1.87 0.65 -0.71
I 1.40 -1.31 0.20
C 0.93 2.01 -0.53
H -1.90 3.65 -0.45
H 4.52 2.48 -2.99
H 4.02 0.02 -1.85
C 0.24 9.33 -2.89
C 0.49 10.65 -2.21
C -0.91 11.07 -1.81
O -1.65 9.87 -1.57
C -0.89 8.76 -2.06
H 1.12 8.68 -2.93
H -0.11 9.50 -3.92
H 1.11 10.50 -1.32
H 0.99 11.39 -2.85
H -1.41 11.62 -2.61
H -0.91 11.69 -0.91
H -0.50 8.21 -1.19
H -1.54 8.09 -2.63
C -0.20 -6.31 2.19
C -0.18 -5.39 3.38
C 0.36 -4.11 2.78
O -0.06 -4.08 1.41
C -0.58 -5.37 1.06
H -0.89 -7.15 2.29
H 0.81 -6.71 2.01
H -1.21 -5.23 3.74
H 0.42 -5.76 4.21
H 1.46 -4.10 2.80
H -0.01 -3.22 3.30
H -1.67 -5.28 0.97
H -0.17 -5.68 0.10
C -2.42 -5.69 -3.71
C -1.18 -6.08 -4.47
C -0.09 -5.88 -3.44
O -0.69 -6.13 -2.16
C -2.11 -6.20 -2.32
H -3.34 -6.11 -4.12
H -2.52 -4.60 -3.69
H -1.24 -7.14 -4.75
H -1.02 -5.49 -5.38
H 0.27 -4.84 -3.44
H 0.76 -6.54 -3.59
H -2.40 -7.25 -2.21
H -2.60 -5.62 -1.54
C -2.18 -5.55 8.16
C -0.73 -5.34 8.52
C -0.02 -5.88 7.30
O -0.89 -5.66 6.18
C -2.18 -5.28 6.67
H -2.87 -4.91 8.71
H -2.46 -6.60 8.35
H -0.53 -4.27 8.63
H -0.43 -5.84 9.45
H 0.15 -6.96 7.38
H 0.94 -5.39 7.12
H -2.31 -4.21 6.46
H -2.95 -5.84 6.14
*
```



Looking at maximum force for the records above, in order, we have 0.1036; 0.0412; 0.1640; 0.0833; 0.0708; 0.0194; 0.0539; 0.1744 Eh/bohr.
Looking at energy for the records above, in order, we have -129489.493; -15921.407; -75556.259; -89409.866; -25826.850; -9340.213; -75399.992; -69449.347 eV.